# 1
C14H22Br8F2O6 | ωB97M-V/def2-TZVPD

The geometry in XYZ format:
```
52
Properties=species:S:1:pos:R:3:lowdin_charge:R:1
O 2.02399 3.45728 -0.97242 0.121
C 2.28825 3.36608 0.21099 -0.512
O 3.28676 2.55715 0.68025 0.038
C 3.06387 2.38310 2.15537 0.007
C 1.84985 3.27686 2.47428 -0.316
F 2.10307 4.25194 3.35355 0.085
O 1.47493 3.86473 1.21116 0.097
H 2.77111 1.39101 2.29794 0.091
H 4.03700 2.76556 2.63788 0.172
H 1.00781 2.72491 2.83613 0.140
O 1.21551 -3.14109 0.72038 0.121
C 0.37772 -3.76713 0.13920 -0.548
O -0.10050 -4.92187 0.62177 0.076
C -1.03948 -5.46533 -0.36749 0.000
C -1.11302 -4.32111 -1.39599 -0.333
F -2.40888 -3.84900 -1.50658 0.032
O -0.24283 -3.36294 -1.00143 0.136
H -0.58380 -6.37957 -0.82660 0.149
H -1.90082 -5.67630 0.23655 0.132
H -0.77001 -4.67538 -2.41175 0.181
Br 5.39541 -1.45367 1.88315 0.583
C 4.43906 -2.10642 0.29806 -0.688
C 4.97114 -3.42627 -0.22321 -0.669
Br 4.61174 -4.79400 1.09958 0.614
H 4.43768 -1.30239 -0.43328 0.059
H 3.43624 -2.21130 0.69558 0.004
H 6.04272 -3.35560 -0.39394 0.055
H 4.49189 -3.87068 -1.08312 0.044
Br -5.54266 0.92303 1.50052 0.681
C -4.53705 -0.05697 0.20281 -0.728
C -4.94439 0.42204 -1.16397 -0.683
Br -4.26207 -0.85460 -2.50548 0.621
H -4.84044 -1.13810 0.31991 0.069
H -3.44716 0.07381 0.36558 0.050
H -4.56791 1.33347 -1.43562 -0.001
H -5.99260 0.54832 -1.21454 0.037
Br -2.68394 4.30478 -1.93795 0.626
C -2.04408 3.98433 -0.11076 -0.686
C -3.26383 4.02455 0.80268 -0.653
Br -2.64686 3.72844 2.66713 0.581
H -1.38005 4.79592 0.14223 0.044
H -1.48690 2.97480 -0.00344 0.058
H -3.76965 3.13929 0.57229 -0.030
H -3.86653 4.87213 0.83181 0.035
Br 0.93530 0.62531 -3.83604 0.587
C 1.12742 0.37325 -1.86335 -0.648
C -0.09875 0.90576 -1.15774 -0.624
Br -0.05511 0.21501 0.71179 0.661
H 1.98671 1.01529 -1.57851 0.051
H 1.14868 -0.73285 -1.70751 0.050
H -1.02819 0.62493 -1.54393 0.026
H 0.09363 1.93947 -0.99396 0.003
```

Values from the calculation:
Total charge: 0
Gap between HOMO and LUMO, eV: 10.17
HOMO energy, Ha: -0.366


# 2
C14H22CdN2O3 | ωB97M-V/def2-TZVPD

The geometry in XYZ format:
```
42
Properties=species:S:1:pos:R:3:lowdin_charge:R:1
C -3.52777 -1.02409 -0.52911 -0.117
C -2.07661 -1.49112 -0.56203 -0.318
C -1.25527 -0.69281 -1.63017 -0.075
N -0.46454 0.39704 -1.08501 0.008
C 0.72739 0.72277 -1.94288 -0.130
C 1.83931 -0.30582 -1.89853 -0.157
C 3.04952 0.27400 -2.65374 -0.247
N 4.06170 0.74932 -1.70940 0.039
C -1.24243 1.60837 -1.02167 -0.559
O -1.97169 1.95463 -1.87783 0.221
O -1.13285 2.26929 0.15470 0.117
O -1.44641 -1.55377 0.69168 -0.088
C -1.65971 -0.46695 1.57655 -0.146
C -0.38060 -0.17365 2.29885 -0.116
C 0.85829 -0.51976 1.68372 0.051
C 2.08509 -0.21137 2.27505 -0.023
C 2.09635 0.43749 3.49825 0.010
C 0.86524 0.75878 4.12134 0.021
C -0.35593 0.46445 3.53703 0.006
H -4.05842 -1.53929 0.31316 -0.082
H -3.99955 -1.21279 -1.48974 0.077
H -3.61294 0.04531 -0.34963 0.092
H -2.10520 -2.51858 -0.91632 0.156
H -1.93618 -0.36119 -2.41335 0.139
H -0.58726 -1.40391 -2.10168 0.129
H 0.40008 0.90233 -2.96696 0.151
H 1.12486 1.65628 -1.54544 0.140
H 2.16342 -0.51276 -0.88412 0.089
H 1.52379 -1.21343 -2.40255 0.114
H 3.48500 -0.51389 -3.26902 0.121
H 2.74824 1.10205 -3.29107 0.118
H 4.11757 0.14769 -0.89718 0.063
H 4.98609 0.74664 -2.12308 0.090
H -0.43731 2.94096 0.11945 0.148
H -1.92440 0.45598 1.06785 0.108
H -2.41988 -0.71482 2.31932 0.142
H 0.83437 -1.04541 0.74675 0.100
H 2.98944 -0.48549 1.76050 0.114
H 3.04001 0.67488 3.96102 0.127
H 0.88754 1.25356 5.08106 0.129
H -1.27759 0.73973 4.02447 0.131
Cd -6.01074 -2.34064 0.32979 1.106
```

Values from the calculation:
Total charge: +2
Gap between HOMO and LUMO, eV: 1.98
HOMO energy, Ha: -0.519


# 3
C14H22ClF3N4O | ωB97M-V/def2-TZVPD

The geometry in XYZ format:
```
45
Properties=species:S:1:pos:R:3:lowdin_charge:R:1
N -2.79507 -1.72780 0.41275 0.120
C -2.12722 -1.70319 -0.91883 -0.248
N -1.60133 -2.98576 -1.38027 0.043
C -2.02295 -3.31885 -2.77618 -0.174
C -1.09459 -4.58028 -3.23331 -0.044
C 0.45937 -4.17171 -3.17878 -0.394
F 1.01993 -4.21331 -1.88395 0.064
F 1.27861 -5.02255 -3.99098 0.046
F 0.64142 -2.84273 -3.69466 0.038
N -2.00088 -0.58120 -1.63308 0.117
C -2.50648 0.77029 -1.14316 -0.392
C -1.55578 1.17213 0.11202 -0.172
C -1.01708 2.67967 0.06632 -0.213
N -0.04255 2.87688 1.20680 -0.103
C 1.32435 2.48927 0.76071 -0.217
C 2.38296 2.31048 1.94414 -0.086
C 3.83277 2.84605 1.66168 -0.034
C 4.96495 2.70649 2.71021 -0.091
C 4.69485 2.01785 4.09655 -0.074
C 3.25092 1.52033 4.35610 -0.033
C 2.09154 1.64232 3.31491 -0.184
O 0.76629 1.15753 3.54024 -0.030
H -3.62235 -1.11479 0.41283 0.098
H -2.05700 -1.38165 1.05258 0.099
H -2.00503 -3.72206 -0.78216 0.133
H -1.82191 -2.50175 -3.54328 0.123
H -3.11092 -3.66833 -2.84650 0.140
H -1.39018 -4.98101 -4.25717 0.137
H -1.23495 -5.39443 -2.42559 0.137
H -1.53991 -0.63101 -2.56103 0.167
H -2.45276 1.53516 -2.02990 -0.077
H -3.61258 0.65790 -0.84723 0.030
H -2.15641 0.97822 1.08141 0.110
H -0.67650 0.42001 0.15878 0.099
H -0.48878 2.85315 -0.94209 0.123
H -1.90343 3.38699 0.21394 0.134
H -0.05432 3.87145 1.50938 0.117
H 1.21958 1.44599 0.26851 0.121
H 1.71853 3.18315 -0.07045 0.121
H 4.10788 3.33445 0.65791 0.096
H 6.02392 3.08859 2.47432 0.084
H 5.52756 1.89457 4.88077 0.091
H 3.00638 1.01948 5.36380 0.092
H 0.72774 0.78114 4.45476 0.108
Cl -4.14859 1.90283 -2.57280 -0.225
```

Values from the calculation:
Total charge: 0
Gap between HOMO and LUMO, eV: 6.33
HOMO energy, Ha: -0.250